Entry 1:
A cluster of 2 separate species, C5H14 in total in a non-equilibrium geometry, computed with ωB97M-V with the def2-TZVPD basis set.

Each line ends with the Mulliken charge.
Positions of all 19 atoms, in Å:
C 0.636 0.462 -2.768  -0.629
C 1.502 -0.902 -2.589  -0.729
H 0.075 0.713 -1.876  0.096
H 1.390 1.186 -2.916  0.245
H -0.050 0.521 -3.639  0.281
H 2.338 -0.757 -3.302  0.253
H 0.840 -1.703 -3.005  0.235
H 1.922 -1.365 -1.587  0.242
C -1.028 0.378 1.490  0.033
C -1.042 -1.066 1.914  -1.124
C -0.312 1.296 2.497  -1.165
H -0.538 0.425 0.472  -0.103
H -1.966 0.673 1.211  0.419
H -1.794 -1.536 1.247  0.291
H -1.430 -1.187 2.941  0.307
H -0.783 1.163 3.440  0.328
H 0.703 0.988 2.566  0.317
H -0.148 -1.579 1.768  0.341
H -0.316 2.290 2.138  0.361

Values from the calculation:
* SMILES string: CCC.CC
* total charge: 0
* Kohn-Sham gap: 12.327 eV
* HOMO level: -11.3 eV
* 2S+1: 1

=====

Entry 2:
A cluster of 2 separate species, C5H14 in total in a non-equilibrium geometry, computed with ωB97M-V with the def2-TZVPD basis set.

Each line ends with the Mulliken charge.
Positions of all 19 atoms, in Å:
C -1.248 -0.239 -2.858  -0.749
C -1.133 -1.478 -1.887  -0.646
H -0.622 0.522 -2.395  0.225
H -0.952 -0.482 -3.869  0.282
H -2.309 0.032 -2.806  0.233
H -0.374 -2.195 -2.168  0.295
H -2.105 -2.003 -1.858  0.314
H -1.095 -0.962 -0.938  0.050
C 0.948 0.311 2.151  -0.218
C 1.080 -0.352 0.771  -0.956
C 0.464 1.757 2.060  -1.131
H 0.296 -0.256 2.808  0.319
H 1.932 0.436 2.641  0.232
H 2.026 -0.920 0.722  0.325
H 1.273 0.310 -0.077  0.337
H -0.612 1.807 2.149  0.266
H 1.034 2.473 2.661  0.344
H 0.186 -0.957 0.686  0.170
H 0.756 2.277 1.122  0.306

Values from the calculation:
* SMILES string: CCC.CC
* total charge: 0
* Kohn-Sham gap: 12.190 eV
* HOMO level: -11.0 eV
* 2S+1: 1

=====

Entry 3:
A cluster of 2 separate species, C5H14 in total in a non-equilibrium geometry, computed with ωB97M-V with the def2-TZVPD basis set.

Each line ends with the Mulliken charge.
Positions of all 19 atoms, in Å:
C 1.943 -0.162 -2.132  -0.846
C 0.557 0.297 -1.942  -0.563
H 2.314 -0.243 -1.106  0.225
H 2.132 -1.213 -2.343  0.298
H 2.467 0.525 -2.822  0.261
H 0.010 0.722 -2.930  0.279
H 0.372 1.016 -1.182  0.257
H -0.137 -0.442 -1.484  0.055
C -1.193 0.450 1.480  -0.243
C -1.613 -0.737 0.716  -1.155
C 0.254 0.216 1.973  -0.963
H -1.292 1.343 0.924  0.347
H -1.881 0.662 2.444  0.281
H -2.586 -1.218 1.001  0.316
H 0.868 0.244 1.156  0.187
H 0.353 0.954 2.828  0.306
H 0.426 -0.743 2.543  0.301
H -1.659 -0.387 -0.322  0.210
H -1.079 -1.599 0.729  0.450

Values from the calculation:
* SMILES string: CCC.CC
* total charge: 0
* Kohn-Sham gap: 11.966 eV
* HOMO level: -10.8 eV
* 2S+1: 1

=====

Entry 4:
A cluster of 2 separate species, C5H14 in total in a non-equilibrium geometry, computed with ωB97M-V with the def2-TZVPD basis set.

Each line ends with the Mulliken charge.
Positions of all 19 atoms, in Å:
C 0.051 1.154 -1.889  -0.236
C 0.214 1.608 -0.414  -0.894
C 0.763 -0.169 -2.247  -0.996
H 0.245 1.928 -2.629  0.344
H -1.029 0.981 -1.906  0.196
H -0.643 2.234 -0.178  0.338
H 0.374 0.756 0.233  -0.001
H 0.025 -0.902 -2.502  0.263
H 1.048 2.291 -0.260  0.351
H 1.438 -0.480 -1.444  0.304
H 1.481 0.009 -3.054  0.312
C -0.141 -0.710 2.561  -0.926
C -0.908 -1.755 1.786  -0.783
H -0.709 0.148 2.871  0.300
H 0.208 -0.987 3.561  0.345
H 0.750 -0.357 2.045  0.247
H -0.389 -2.178 0.936  0.261
H -1.753 -1.252 1.291  0.248
H -1.406 -2.548 2.343  0.325

Values from the calculation:
* SMILES string: CCC.CC
* total charge: 0
* Kohn-Sham gap: 12.333 eV
* HOMO level: -11.2 eV
* 2S+1: 1

=====

Entry 5:
A cluster of 2 separate species, C5H14 in total in a non-equilibrium geometry, computed with ωB97M-V with the def2-TZVPD basis set.

Each line ends with the Mulliken charge.
Positions of all 19 atoms, in Å:
C 2.337 1.201 -0.971  -0.795
C 2.534 1.319 0.521  -0.725
H 2.310 0.172 -1.299  0.257
H 1.395 1.651 -1.215  0.234
H 3.074 1.712 -1.551  0.336
H 1.692 0.720 1.063  0.113
H 2.448 2.305 0.888  0.300
H 3.490 0.961 1.040  0.279
C -1.688 -0.579 0.709  -0.242
C -2.365 -0.028 -0.543  -1.238
C -0.965 -1.972 0.339  -0.937
H -1.025 0.112 1.120  0.323
H -2.515 -0.829 1.352  0.261
H -1.625 0.153 -1.306  0.304
H -3.002 0.899 -0.372  0.316
H -1.417 -2.421 -0.564  0.323
H 0.099 -1.780 0.119  0.192
H -3.121 -0.722 -0.861  0.378
H -0.923 -2.574 1.253  0.319

Values from the calculation:
* SMILES string: CCC.CC
* total charge: 0
* Kohn-Sham gap: 12.381 eV
* HOMO level: -11.3 eV
* 2S+1: 1

=====

Entry 6:
A cluster of 2 separate species, C5H14 in total in a non-equilibrium geometry, computed with ωB97M-V with the def2-TZVPD basis set.

Each line ends with the Mulliken charge.
Positions of all 19 atoms, in Å:
C 1.807 0.945 -1.107  -0.626
C 2.371 1.584 0.182  -0.925
H 0.878 1.513 -1.258  0.189
H 2.352 1.074 -2.033  0.390
H 1.495 -0.066 -0.884  0.126
H 1.987 2.591 0.326  0.254
H 2.150 0.997 1.073  0.277
H 3.454 1.665 0.130  0.330
C -1.018 -0.923 0.025  0.072
C -1.514 0.190 0.948  -1.120
C -1.896 -2.124 -0.085  -1.246
H -0.672 -0.392 -0.869  0.208
H 0.015 -1.175 0.337  0.194
H -1.940 -0.140 1.896  0.363
H -1.781 -2.660 0.862  0.296
H -2.975 -1.934 -0.154  0.309
H -1.703 -2.770 -0.940  0.349
H -0.708 0.896 1.141  0.260
H -2.302 0.731 0.413  0.300

Values from the calculation:
* SMILES string: CCC.CC
* total charge: 0
* Kohn-Sham gap: 12.019 eV
* HOMO level: -10.9 eV
* 2S+1: 1

=====

Copy entry 3 word for word.
A cluster of 2 separate species, C5H14 in total in a non-equilibrium geometry, computed with ωB97M-V with the def2-TZVPD basis set.

Each line ends with the Mulliken charge.
Positions of all 19 atoms, in Å:
C 1.943 -0.162 -2.132  -0.846
C 0.557 0.297 -1.942  -0.563
H 2.314 -0.243 -1.106  0.225
H 2.132 -1.213 -2.343  0.298
H 2.467 0.525 -2.822  0.261
H 0.010 0.722 -2.930  0.279
H 0.372 1.016 -1.182  0.257
H -0.137 -0.442 -1.484  0.055
C -1.193 0.450 1.480  -0.243
C -1.613 -0.737 0.716  -1.155
C 0.254 0.216 1.973  -0.963
H -1.292 1.343 0.924  0.347
H -1.881 0.662 2.444  0.281
H -2.586 -1.218 1.001  0.316
H 0.868 0.244 1.156  0.187
H 0.353 0.954 2.828  0.306
H 0.426 -0.743 2.543  0.301
H -1.659 -0.387 -0.322  0.210
H -1.079 -1.599 0.729  0.450

Values from the calculation:
* SMILES string: CCC.CC
* total charge: 0
* Kohn-Sham gap: 11.966 eV
* HOMO level: -10.8 eV
* 2S+1: 1

=====

> Which formula does entry 3 have?

C5H14